Entry from the OMol25 dataset: an isolated molecule of C24H35NO5 (ωB97M-V with the def2-TZVPD basis set).

CARTESIAN COORDINATES (ANGSTROEM)
C  -5.33  -3.40  -4.03
H  -4.54  -2.92  -4.61
C  -5.48  -2.75  -2.67
C  -4.25  -2.92  -1.78
C  -3.02  -2.19  -2.32
C  -1.88  -2.10  -1.30
C  -1.27  -3.46  -0.95
C  -0.04  -3.34  -0.05
C  -0.40  -2.91  1.37
C  0.82  -2.54  2.20
C  0.42  -1.69  3.41
O  -0.35  -0.57  3.02
C  0.21  0.36  2.20
C  1.54  0.67  2.15
C  2.02  1.67  1.28
C  1.11  2.37  0.46
N  1.49  3.35  -0.40
C  2.75  3.66  -0.45
C  3.76  3.03  0.32
C  3.39  2.02  1.21
O  4.26  1.37  1.97
H  5.16  1.74  1.79
C  5.17  3.42  0.21
O  6.06  2.90  0.87
O  5.40  4.38  -0.68
C  6.74  4.83  -0.84
C  7.11  5.87  0.22
H  8.11  6.24  0.03
H  7.07  5.42  1.21
H  6.41  6.70  0.18
H  6.79  5.25  -1.84
H  7.41  3.97  -0.77
H  3.03  4.44  -1.14
C  -0.26  2.04  0.51
C  -0.71  1.05  1.35
O  -1.99  0.63  1.45
C  -2.98  1.25  0.64
C  -4.31  0.58  0.95
H  -4.26  -0.48  0.72
H  -4.54  0.69  2.00
H  -5.10  1.04  0.36
H  -2.72  1.12  -0.42
H  -3.02  2.32  0.87
H  -0.92  2.58  -0.15
H  2.27  0.16  2.77
H  -0.25  -2.26  4.06
H  1.30  -1.39  3.99
H  1.52  -1.97  1.58
H  1.34  -3.43  2.55
H  -1.05  -2.04  1.32
H  -0.96  -3.71  1.87
H  0.47  -4.31  -0.01
H  0.64  -2.62  -0.49
H  -0.98  -3.96  -1.88
H  -2.02  -4.08  -0.46
H  -1.09  -1.47  -1.71
H  -2.25  -1.62  -0.39
H  -2.66  -2.69  -3.22
H  -3.31  -1.17  -2.59
H  -4.03  -3.98  -1.68
H  -4.48  -2.53  -0.78
H  -5.69  -1.68  -2.80
H  -6.34  -3.19  -2.16
H  -6.25  -3.33  -4.60
H  -5.08  -4.46  -3.92

Calculated values
SMILES: CCCCCCCCCCOc1cc2c(O)c(C(=O)OCC)cnc2cc1OCC
Charge: 0
E_LUMO, eV: 0.39
Largest force on an atom, eV/Å: 0.8
Energy, Ha: -1366.5131

Entry from the OMol25 dataset: C24H36As2CaF12O18 as an isolated structure in a non-equilibrium geometry (ωB97M-V with the def2-TZVPD basis set).

CARTESIAN COORDINATES (ANGSTROEM)
Ca  -0.14  -0.01  -1.04
As  -1.68  -2.18  -4.06
F  -2.32  -3.31  -5.18
F  -2.89  -2.57  -2.90
F  -1.02  -1.00  -2.91
F  -0.44  -1.78  -5.19
F  -2.68  -0.94  -4.69
F  -0.61  -3.37  -3.40
As  0.80  3.48  -3.25
F  2.33  3.35  -2.47
F  1.35  2.42  -4.47
F  -0.72  3.63  -4.07
F  0.18  4.52  -1.99
F  1.37  4.89  -4.08
F  0.20  2.10  -2.34
C  0.42  -3.78  4.81
C  0.05  -2.41  4.34
C  0.99  -1.27  4.75
O  1.15  -0.50  3.57
C  0.68  -1.18  2.51
O  0.66  -0.77  1.39
O  0.14  -2.35  2.90
H  -0.19  -4.54  4.34
H  0.40  -3.81  5.91
H  1.48  -3.99  4.59
H  -0.99  -2.20  4.61
H  1.95  -1.66  5.11
H  0.58  -0.66  5.54
C  -5.55  3.93  -2.40
C  -4.15  3.53  -2.72
C  -3.04  4.23  -1.87
O  -2.33  3.16  -1.30
C  -2.83  1.99  -1.73
O  -2.31  0.93  -1.50
O  -3.96  2.15  -2.40
H  -5.74  3.82  -1.33
H  -6.28  3.25  -2.85
H  -5.84  4.94  -2.70
H  -3.87  3.70  -3.76
H  -3.53  4.84  -1.11
H  -2.46  4.83  -2.57
C  -0.50  5.35  2.74
C  -0.13  5.04  1.30
C  1.34  5.15  0.86
O  1.65  3.85  0.40
C  0.63  3.01  0.55
O  0.64  1.87  0.20
O  -0.43  3.65  1.07
H  -0.29  6.39  3.00
H  0.11  4.77  3.44
H  -1.58  5.27  2.85
H  -0.86  5.58  0.69
H  1.95  5.44  1.72
H  1.43  5.84  0.02
C  3.29  -4.29  1.90
C  2.87  -4.35  0.44
C  1.57  -5.13  0.25
O  0.73  -4.25  -0.49
C  1.29  -3.04  -0.58
O  0.81  -2.14  -1.20
O  2.45  -3.00  0.09
H  2.48  -4.09  2.59
H  3.99  -3.47  2.06
H  3.79  -5.21  2.22
H  3.71  -4.60  -0.19
H  1.01  -5.41  1.14
H  1.75  -6.04  -0.33
C  6.44  -1.09  -2.56
C  5.55  -0.35  -1.58
C  5.51  1.17  -1.77
O  4.17  1.52  -1.49
C  3.39  0.45  -1.69
O  2.21  0.41  -1.62
O  4.16  -0.66  -1.83
H  7.47  -0.80  -2.34
H  6.14  -0.97  -3.60
H  6.30  -2.13  -2.28
H  5.70  -0.61  -0.53
H  5.74  1.41  -2.82
H  6.21  1.74  -1.17
C  -5.39  -1.85  2.55
C  -3.93  -2.27  2.48
C  -3.70  -3.60  1.74
O  -2.63  -3.33  0.85
C  -2.50  -1.99  0.70
O  -1.78  -1.48  -0.09
O  -3.27  -1.34  1.58
H  -5.72  -1.49  1.57
H  -5.56  -1.07  3.29
H  -6.02  -2.73  2.71
H  -3.39  -2.23  3.42
H  -4.59  -3.94  1.22
H  -3.37  -4.37  2.43

Calculated values
Charge: 0
E_LUMO, eV: -0.28
Largest force on an atom, eV/Å: 2.0
Energy, Ha: -8638.5414

Entry from the OMol25 dataset: a 3-piece molecular cluster, C24H36BrF23NO8P2S overall in a non-equilibrium geometry (ωB97M-V with the def2-TZVPD basis set).

CARTESIAN COORDINATES (ANGSTROEM)
C  3.16  2.57  -4.33
C  2.42  2.20  -5.76
C  0.78  1.97  -5.60
O  0.54  1.79  -4.17
C  -0.51  0.83  -3.87
P  -0.84  0.31  -2.05
C  0.80  1.01  -1.37
C  0.20  -1.24  -2.51
C  0.81  -2.23  -1.45
C  2.20  -2.95  -2.05
N  1.84  -3.53  -3.40
C  -1.72  1.94  -1.61
C  -1.20  3.36  -2.19
C  -1.83  3.93  -3.57
Br  -1.26  5.89  -3.67
P  -1.29  -0.29  0.01
O  -1.46  -1.78  0.37
O  -0.26  0.44  1.26
O  -2.85  0.34  0.63
S  -2.56  -0.72  -2.80
O  -2.58  -2.23  -2.29
O  -2.53  -1.02  -4.36
C  -4.27  -0.19  -2.54
F  -5.02  -1.34  -3.22
F  -4.91  -0.39  -1.18
C  -4.90  1.09  -3.37
F  -5.98  0.63  -4.34
F  -3.95  1.76  -4.29
C  -5.67  2.23  -2.51
F  -5.29  2.48  -1.13
F  -7.15  1.90  -2.50
F  -5.58  3.51  -3.29
H  4.27  2.93  -4.58
H  2.62  3.46  -3.78
H  3.31  1.62  -3.63
H  2.67  3.01  -6.61
H  2.88  1.17  -6.14
H  0.52  1.06  -6.28
H  0.24  2.93  -6.02
H  -1.47  1.30  -4.41
H  -0.20  -0.08  -4.58
H  1.68  1.16  -2.13
H  1.38  0.28  -0.60
H  0.71  2.01  -0.76
H  -0.28  -1.90  -3.39
H  1.16  -0.77  -3.06
H  0.06  -3.15  -1.28
H  1.10  -1.86  -0.38
H  2.48  -3.81  -1.28
H  3.02  -2.13  -2.18
H  2.50  -4.30  -3.66
H  2.03  -2.76  -4.09
H  -2.87  1.95  -1.64
H  -1.43  2.09  -0.45
H  -0.02  3.48  -2.28
H  -1.48  4.20  -1.38
H  -3.00  3.98  -3.47
H  -1.44  3.46  -4.57
H  0.30  -0.32  1.64
H  -3.13  -0.19  1.43
C  2.14  -3.65  3.37
C  2.29  -2.77  2.12
C  3.50  -3.09  1.25
F  4.67  -2.95  1.91
F  3.55  -2.24  0.18
F  2.29  -1.46  2.50
F  1.16  -2.94  1.37
O  2.65  -3.12  4.60
C  4.05  -3.30  4.81
C  4.83  -1.98  4.82
F  4.66  -1.28  3.67
F  6.16  -2.19  4.95
F  4.53  -4.18  3.90
F  4.17  -3.91  6.02
H  1.06  -3.75  3.55
H  2.48  -4.68  3.20
H  3.44  -4.11  0.85
H  4.50  -1.34  5.65
C  -0.52  0.13  4.48
C  -2.05  0.05  4.64
C  -2.74  1.38  4.93
F  -2.31  1.94  6.09
F  -4.08  1.19  5.07
F  -2.35  -0.89  5.58
F  -2.55  -0.44  3.46
O  0.26  -0.20  5.64
C  0.43  0.86  6.58
C  -0.25  0.58  7.92
F  -1.58  0.36  7.78
F  -0.12  1.64  8.76
F  0.03  2.03  6.01
F  1.78  0.98  6.76
H  -0.24  -0.63  3.75
H  -0.20  1.08  4.03
H  -2.58  2.09  4.12
H  0.19  -0.29  8.41

Calculated values
Charge: -1
E_LUMO, eV: 1.95
Largest force on an atom, eV/Å: 12.2
Energy, Ha: -7544.2196

Entry from the OMol25 dataset: C24H36BrFeN8O2PS as an isolated structure (ωB97M-V with the def2-TZVPD basis set).

CARTESIAN COORDINATES (ANGSTROEM)
Fe  0.06  -0.04  0.13
C  3.34  3.82  -0.90
N  3.81  2.48  -1.22
C  3.76  2.28  -2.67
N  2.42  2.52  -3.24
C  1.98  3.86  -2.85
N  1.99  4.09  -1.41
C  0.98  3.30  -0.73
P  1.29  1.49  -0.99
C  3.08  1.44  -0.51
C  1.47  1.49  -2.83
H  4.02  4.54  -1.35
H  3.34  3.95  0.18
H  4.07  1.27  -2.91
H  4.45  2.98  -3.14
H  0.97  4.02  -3.24
H  2.65  4.58  -3.32
H  -0.01  3.57  -1.10
H  1.00  3.51  0.34
H  3.50  0.46  -0.74
H  3.16  1.59  0.57
H  0.50  1.66  -3.30
H  1.83  0.51  -3.15
C  -2.53  -3.75  0.51
C  -3.15  -3.18  -0.76
N  -2.20  -2.98  -1.85
C  -2.22  -3.97  -2.93
C  -1.52  -5.27  -2.56
C  -1.31  -1.98  -1.80
C  -0.31  -1.85  -2.92
N  -1.31  -1.09  -0.85
H  -3.28  -3.80  1.30
H  -1.69  -3.14  0.86
H  -2.16  -4.76  0.34
H  -3.67  -2.24  -0.55
H  -3.92  -3.86  -1.13
H  -1.77  -3.54  -3.82
H  -3.27  -4.17  -3.18
H  -0.49  -5.08  -2.25
H  -1.50  -5.94  -3.42
H  -2.03  -5.79  -1.75
H  -0.83  -1.68  -3.86
H  0.30  -2.75  -3.02
H  0.34  -1.01  -2.71
H  -2.06  -1.18  -0.18
S  3.65  -2.60  -1.28
C  2.34  -1.80  -0.82
N  1.40  -1.18  -0.50
C  -4.09  2.84  2.20
N  -3.14  2.34  1.21
C  -3.11  2.66  -0.12
C  -2.07  1.98  -0.66
N  -1.45  1.25  0.33
C  -2.13  1.49  1.44
H  -4.06  3.92  2.23
H  -3.83  2.44  3.18
H  -5.10  2.51  1.94
H  -3.83  3.33  -0.56
H  -1.74  1.94  -1.68
H  -1.91  1.08  2.41
Br  0.71  -3.35  6.83
C  1.06  -1.77  5.86
C  1.73  -0.73  6.48
C  1.99  0.44  5.77
C  1.58  0.56  4.45
C  0.90  -0.49  3.85
C  0.63  -1.66  4.55
C  0.44  -0.39  2.45
O  -0.26  -1.26  1.88
O  0.76  0.67  1.76
H  2.06  -0.83  7.50
H  2.52  1.25  6.25
H  1.78  1.46  3.89
H  0.11  -2.47  4.06

Calculated values
Charge: +1
E_LUMO (alpha / beta), eV: -2.93 / -3.25
2S+1: 2
Largest force on an atom, eV/Å: 0.6
Energy, Ha: -6101.8014
<S²>: 0.7847

Entry from the OMol25 dataset: C24H36CaGeNO4S as an isolated structure (ωB97M-V with the def2-TZVPD basis set).

CARTESIAN COORDINATES (ANGSTROEM)
Ca  0.39  0.53  -2.68
C  0.21  -3.48  -2.50
C  0.59  -2.37  -3.42
C  1.91  -1.90  -3.49
C  2.27  -0.89  -4.38
C  1.32  -0.33  -5.22
C  0.00  -0.77  -5.16
C  -0.35  -1.78  -4.27
H  -0.75  -3.30  -2.02
H  0.96  -3.63  -1.72
H  0.13  -4.41  -3.06
H  2.66  -2.33  -2.84
H  3.30  -0.55  -4.41
H  1.59  0.47  -5.90
H  -0.75  -0.32  -5.79
H  -1.39  -2.11  -4.22
C  -6.89  0.07  2.40
C  -5.53  0.63  2.16
C  -5.04  1.69  2.92
C  -3.79  2.23  2.68
C  -3.00  1.70  1.67
C  -3.46  0.64  0.89
C  -4.72  0.11  1.15
S  -1.47  2.47  1.32
O  -1.00  3.18  2.46
O  -0.44  1.15  1.29
N  -1.44  3.12  -0.01
C  -2.27  2.96  -1.16
C  -1.58  2.00  -2.11
O  -0.72  2.45  -2.90
O  -1.75  0.75  -1.97
H  -7.26  0.32  3.39
H  -6.90  -1.01  2.29
H  -7.60  0.48  1.68
H  -5.65  2.10  3.72
H  -3.42  3.04  3.29
H  -2.85  0.23  0.10
H  -5.07  -0.72  0.56
H  -2.36  3.92  -1.65
H  -3.27  2.58  -0.89
C  2.73  -1.51  3.74
C  1.37  -0.83  3.65
C  0.44  -1.50  2.65
C  0.88  -1.50  1.18
Ge  1.20  0.16  0.12
C  2.61  1.24  0.99
C  3.80  1.35  0.04
C  4.40  0.00  -0.30
C  5.56  0.08  -1.28
H  3.35  -1.07  4.53
H  3.29  -1.45  2.81
H  2.62  -2.57  3.98
H  1.52  0.24  3.44
H  0.89  -0.86  4.63
H  -0.57  -1.07  2.71
H  0.31  -2.54  2.97
H  0.16  -2.10  0.63
H  1.84  -2.04  1.08
H  -0.18  0.98  2.21
H  2.94  0.82  1.95
H  2.20  2.23  1.20
H  4.58  2.00  0.45
H  3.48  1.85  -0.89
H  3.62  -0.67  -0.72
H  4.72  -0.51  0.62
H  5.25  0.57  -2.21
H  5.97  -0.90  -1.53
H  6.37  0.68  -0.87

Calculated values
Charge: +1
E_LUMO, eV: -2.82
Largest force on an atom, eV/Å: 0.8
Energy, Ha: -4444.3894

Entry from the OMol25 dataset: a 3-piece molecular cluster, C24H36F17N2O5 overall in a non-equilibrium geometry (ωB97M-V with the def2-TZVPD basis set).

CARTESIAN COORDINATES (ANGSTROEM)
C  -7.86  -5.02  -3.03
O  -7.01  -5.18  -1.90
C  -5.94  -4.25  -2.00
C  -4.86  -4.53  -0.95
C  -4.05  -3.23  -0.66
C  -2.56  -3.50  -0.31
C  -1.54  -2.90  -1.30
C  -1.69  -1.37  -1.51
C  -0.96  -0.50  -0.43
C  -1.83  0.65  0.11
C  -3.23  0.19  0.61
C  -4.40  0.47  -0.37
C  -5.23  1.72  -0.01
N  -5.83  2.32  -1.27
C  -6.58  1.19  -1.96
O  -7.51  0.79  -1.44
N  -5.98  0.75  -3.16
C  -6.88  0.68  -4.25
O  -8.01  0.75  -4.22
F  -6.25  0.52  -5.40
H  -8.07  -3.96  -3.24
H  -7.35  -5.47  -3.91
H  -8.82  -5.52  -2.86
H  -5.51  -4.32  -3.01
H  -6.39  -3.23  -1.89
H  -5.33  -4.88  -0.02
H  -4.20  -5.32  -1.32
H  -4.55  -2.74  0.19
H  -4.18  -2.59  -1.55
H  -2.36  -3.09  0.69
H  -2.41  -4.59  -0.28
H  -1.54  -3.40  -2.28
H  -0.53  -3.08  -0.88
H  -2.76  -1.13  -1.56
H  -1.26  -1.12  -2.49
H  -0.60  -1.13  0.38
H  -0.09  -0.05  -0.93
H  -1.31  1.09  0.97
H  -1.99  1.43  -0.66
H  -3.19  -0.89  0.81
H  -3.42  0.67  1.59
H  -3.93  0.69  -1.35
H  -5.00  -0.44  -0.44
H  -6.07  1.40  0.63
H  -4.67  2.47  0.56
H  -5.03  2.56  -1.86
H  -6.44  3.12  -1.07
H  -5.41  -0.09  -3.04
C  4.78  -2.26  2.68
C  5.17  -0.88  2.14
C  4.16  0.24  2.34
F  2.98  -0.02  1.73
F  4.64  1.39  1.81
F  5.51  -1.00  0.84
F  6.31  -0.51  2.79
O  4.21  -3.18  1.76
C  2.86  -3.09  1.49
C  2.59  -2.69  0.04
F  3.19  -1.52  -0.27
F  1.26  -2.53  -0.17
F  2.26  -2.26  2.37
F  2.34  -4.32  1.70
H  5.71  -2.74  2.99
H  4.18  -2.19  3.60
H  3.97  0.41  3.41
H  2.97  -3.46  -0.65
C  7.58  4.77  3.12
C  6.38  5.42  2.41
C  5.96  4.79  1.08
F  6.95  4.86  0.16
F  4.90  5.47  0.57
F  6.61  6.74  2.27
F  5.31  5.30  3.26
O  8.84  5.37  2.93
C  9.56  5.04  1.79
C  9.74  6.23  0.85
F  8.55  6.75  0.49
F  10.38  5.84  -0.28
F  9.00  3.98  1.17
F  10.78  4.64  2.21
H  7.39  4.89  4.19
H  7.62  3.69  2.96
H  5.67  3.75  1.22
H  10.33  7.02  1.33

Calculated values
Charge: +1
E_LUMO, eV: -3.96
Largest force on an atom, eV/Å: 4.6
Energy, Ha: -3119.2320